<A>
Molecular formula: C18H25NO
Method: DFT, ωB97M-V/def2-TZVPD

Results
gap between HOMO and LUMO = 8.3 eV
SMILES string = C[C@@H](/C=C/n1ccc2ccccc21)CCCC(C)(C)O
2S+1 = 1

CARTESIAN COORDINATES (ANGSTROEM)
1 C 3.74 -0.21 0.29
2 H 6.59 1.26 1.78
3 H -1.54 0.58 -1.20
4 H -2.50 -1.46 -2.13
5 H -3.89 -1.65 -1.41
6 O -4.93 0.66 -1.39
7 C -1.37 -0.95 3.12
8 H -0.23 0.70 3.15
9 H -3.08 -0.56 0.82
10 C -0.79 0.13 2.41
11 H -2.38 -1.43 2.70
12 C -1.98 1.02 1.87
13 H -3.41 2.24 -2.96
14 C 4.48 0.52 1.27
15 H -3.86 1.04 0.83
16 H -2.64 0.80 -3.60
17 N 2.36 -0.55 0.29
18 C -3.60 0.45 -1.77
19 H -3.76 -1.22 -3.21
20 H -0.29 -1.08 0.54
21 H 6.24 -1.21 -1.74
22 C 4.45 -0.84 -0.74
23 H 1.86 0.60 1.90
24 H -0.72 -1.82 3.28
25 C 1.47 -0.12 1.23
26 C -2.87 0.56 0.67
27 H 4.05 1.17 1.98
28 C 5.84 0.72 1.09
29 C 0.06 -0.37 1.28
30 H -2.70 1.06 2.67
31 C 2.18 -1.32 -0.86
32 H -4.47 0.97 -3.71
33 C -3.55 1.19 -3.10
34 H -2.28 2.00 -0.92
35 H 3.57 -2.08 -2.39
36 C -2.55 0.91 -0.84
37 H 7.58 -0.04 0.14
38 H -1.63 2.08 1.65
39 C 6.54 0.02 0.13
40 H -5.29 1.56 -1.38
41 C 5.84 -0.67 -0.88
42 C -3.48 -1.04 -2.19
43 H 1.25 -1.74 -1.11
44 C 3.37 -1.42 -1.50
45 H -1.70 -0.42 3.94

<B>
Molecular formula: C18H25NO
Method: DFT, ωB97M-V/def2-TZVPD

Results
gap between HOMO and LUMO = 9.6 eV
SMILES string = O=C(CCCc1ccccc1)NCCC1=CCCCC1
2S+1 = 1

CARTESIAN COORDINATES (ANGSTROEM)
1 C -1.34 2.80 -2.91
2 H 1.71 1.48 -0.18
3 N 2.12 -1.32 1.46
4 C 1.57 -2.04 2.57
5 C 1.93 0.01 1.31
6 H -0.67 -1.97 -0.31
7 H -0.83 0.28 2.73
8 C -1.33 -0.69 2.80
9 H 1.43 -1.32 3.38
10 H -0.18 -3.20 3.08
11 H -3.83 -0.99 0.70
12 H -3.20 0.30 3.19
13 C -0.74 -1.61 1.77
14 H 2.37 -1.87 0.65
15 H 2.28 -2.81 2.89
16 H 1.27 -0.87 -1.19
17 C 0.21 -2.68 2.21
18 C -1.36 1.44 -3.17
19 C -0.15 3.41 -2.56
20 H -2.20 -0.17 -0.86
21 H 0.36 -3.41 1.40
22 H -0.22 -0.36 -3.28
23 H 3.13 1.11 -2.58
24 C -1.03 -1.35 0.50
25 C -2.83 -0.51 2.55
26 H 3.04 -1.05 -1.26
27 C 1.00 1.30 -2.71
28 H -3.34 -1.43 2.86
29 O 1.51 0.72 2.20
30 H -2.28 0.96 -3.46
31 H -0.12 4.47 -2.35
32 C 2.34 0.60 -0.03
33 C -3.16 -0.22 1.08
34 H 3.37 0.96 0.06
35 C 2.24 0.47 -2.56
36 H -3.69 0.74 0.99
37 H -2.25 3.38 -2.99
38 H -1.36 0.73 0.40
39 H 2.31 -0.23 -3.39
40 C -1.91 -0.19 0.19
41 H 1.94 3.15 -2.19
42 C 1.01 2.67 -2.46
43 C 2.22 -0.32 -1.24
44 C -0.20 0.70 -3.07
45 H -1.17 -1.08 3.80

Stability check: which of them is least stable? <A>.

<A>
Molecular formula: C2H2Cl2N2S
Method: DFT, ωB97M-V/def2-TZVPD

Results
gap between HOMO and LUMO (alpha / beta) = 8.6 / 8.6 eV
SMILES string = [S-]/[NH+]=N\Cl.C#CCl
2S+1 = 1

CARTESIAN COORDINATES (ANGSTROEM)
1 C 1.17 1.07 -1.36
2 H 0.89 -0.99 -2.15
3 Cl 1.20 2.59 -0.71
4 S -1.76 -0.91 2.58
5 N -0.30 -0.44 0.46
6 C 1.12 0.05 -1.86
7 Cl 0.18 -2.08 0.65
8 H -1.32 0.81 1.04
9 N -1.17 -0.10 1.35

<B>
Molecular formula: C2H2Cl2N2S
Method: DFT, ωB97M-V/def2-TZVPD

Results
gap between HOMO and LUMO = 8.7 eV
SMILES string = [S-]/[NH+]=N\Cl.C#CCl
2S+1 = 1

CARTESIAN COORDINATES (ANGSTROEM)
1 H -2.16 -2.33 -0.92
2 N 1.68 0.27 1.14
3 Cl -0.53 1.60 1.40
4 Cl -1.04 1.22 -2.28
5 C -1.74 -1.33 -1.22
6 S 2.65 1.55 1.16
7 N 0.46 0.06 1.32
8 H 2.01 -0.70 1.12
9 C -1.32 -0.34 -1.73

Stability check: which of them is least stable? <A>.

<A>
Molecular formula: C5H7HgO3
Method: DFT, ωB97M-V/def2-TZVPD

Results
net charge = -1
gap between HOMO and LUMO (alpha / beta) = 5.2 / 9.1 eV
2S+1 = 3

CARTESIAN COORDINATES (ANGSTROEM)
1 O -3.53 1.51 0.63
2 C 0.69 0.85 1.48
3 O -1.28 0.84 0.09
4 H 0.99 -0.08 0.97
5 C -0.77 1.11 1.31
6 H 1.43 -2.90 -2.36
7 H 1.30 1.66 1.04
8 C 1.09 -1.94 -1.92
9 H 3.18 -1.66 -1.35
10 C 2.14 -1.27 -1.40
11 O -3.08 -0.30 -0.63
12 H -1.31 1.85 1.90
13 H 2.01 -0.33 -0.83
14 Hg -0.95 -0.88 -1.38
15 H 0.95 0.77 2.54
16 C -2.85 0.79 -0.09

<B>
Molecular formula: C5H7HgO3
Method: DFT, ωB97M-V/def2-TZVPD

Results
net charge = -1
gap between HOMO and LUMO (alpha / beta) = 5.0 / 8.8 eV
2S+1 = 3

CARTESIAN COORDINATES (ANGSTROEM)
1 H 1.24 1.04 2.11
2 H 1.64 0.18 -1.31
3 C -3.11 -0.85 1.21
4 C -0.66 1.31 1.07
5 H 1.16 0.24 0.51
6 C 0.85 -1.61 -2.20
7 C 0.85 1.13 1.08
8 H 2.87 -0.78 -2.29
9 O -1.94 -1.16 1.13
10 H -1.03 2.05 1.81
11 H 1.32 2.01 0.61
12 O -1.29 1.21 -0.03
13 Hg -0.95 -0.82 -0.92
14 O -4.01 -0.81 2.02
15 H 1.25 -2.43 -2.84
16 C 1.82 -0.70 -1.95

Stability check: which of them is least stable? <B>.

<A>
Molecular formula: C6H11NSi
Method: DFT, ωB97M-V/def2-TZVPD

Results
gap between HOMO and LUMO (alpha / beta) = 7.3 / 6.2 eV
2S+1 = 1

CARTESIAN COORDINATES (ANGSTROEM)
1 H -1.41 3.32 0.91
2 H -0.06 -3.60 1.89
3 H 0.36 2.17 0.33
4 C 1.62 0.14 -1.03
5 C 2.70 -0.58 -0.72
6 H -0.96 -0.34 0.14
7 C -0.34 -2.55 1.65
8 H 0.12 0.83 -2.37
9 C -0.15 1.78 -0.54
10 H 2.65 -1.38 -0.09
11 H -1.43 -2.41 2.09
12 H 0.28 -1.87 2.09
13 H 3.74 -0.47 -1.11
14 H -0.96 -2.96 -0.77
15 N -1.40 2.26 -0.87
16 C 0.59 0.90 -1.36
17 H -2.94 3.43 -0.24
18 Si -0.48 -1.73 -0.03
19 C -1.94 3.04 0.00

<B>
Molecular formula: C6H11NSi
Method: DFT, ωB97M-V/def2-TZVPD

Results
gap between HOMO and LUMO = 10.0 eV
SMILES string = C=C[SiH3].C=C=CN=C
2S+1 = 1

CARTESIAN COORDINATES (ANGSTROEM)
1 H 3.96 0.99 0.40
2 H -0.23 0.94 -2.43
3 C -1.80 -0.52 0.11
4 H 1.23 -0.04 -0.45
5 C 3.08 0.83 -0.20
6 C -3.85 0.55 -0.06
7 H -4.91 0.53 0.14
8 N -3.15 -0.41 0.35
9 H -3.45 1.42 -0.59
10 H 1.02 -1.88 1.75
11 C 2.07 0.08 0.21
12 C -1.19 -0.22 -1.00
13 H -1.26 -0.96 0.95
14 H 3.08 1.32 -1.17
15 H 1.45 0.20 2.87
16 H 3.26 -1.27 2.33
17 Si 1.96 -0.76 1.89
18 H -0.62 -0.79 -2.92
19 C -0.67 -0.01 -2.17

Stability check: which of them is least stable? <A>.

<A>
Molecular formula: BrH10LiO5
Method: DFT, ωB97M-V/def2-TZVPD

Results
gap between HOMO and LUMO = 8.7 eV
2S+1 = 1

CARTESIAN COORDINATES (ANGSTROEM)
1 O 22.41 17.29 3.40
2 H 18.74 17.40 -0.51
3 H 17.05 17.40 -0.59
4 O 24.65 17.43 0.27
5 H 20.63 17.36 -0.89
6 H 20.77 16.76 -2.36
7 H 23.67 17.60 0.35
8 Li 18.33 18.58 1.16
9 H 22.08 17.78 2.55
10 O 17.89 17.91 -0.40
11 H 24.77 16.60 -0.31
12 H 21.92 21.44 3.08
13 O 20.11 16.86 -1.63
14 Br 21.01 18.70 0.43
15 H 21.14 20.73 2.12
16 H 22.20 16.43 3.12
17 O 21.50 21.58 2.20

<B>
Molecular formula: BrH10LiO5
Method: DFT, ωB97M-V/def2-TZVPD

Results
gap between HOMO and LUMO = 8.2 eV
2S+1 = 1

CARTESIAN COORDINATES (ANGSTROEM)
1 H 39.42 -23.00 27.02
2 H 41.12 -24.55 22.78
3 H 43.07 -21.13 26.39
4 H 43.49 -23.40 28.52
5 O 40.12 -23.64 27.42
6 H 43.98 -19.61 26.42
7 O 41.47 -23.78 23.13
8 O 43.08 -20.17 26.65
9 H 40.86 -23.31 27.01
10 Li 45.46 -24.68 25.42
11 H 41.82 -23.96 23.96
12 O 41.44 -26.53 27.76
13 H 42.11 -27.09 28.15
14 H 41.95 -26.05 27.15
15 H 42.51 -24.00 29.60
16 O 43.37 -23.46 29.62
17 Br 43.43 -23.61 26.31

Stability check: which of them is least stable? <B>.

<A>
Molecular formula: C3H4BrNO
Method: DFT, ωB97M-V/def2-TZVPD

Results
gap between HOMO and LUMO = 9.1 eV
2S+1 = 1

CARTESIAN COORDINATES (ANGSTROEM)
1 H -1.69 -0.83 0.21
2 H 0.73 -1.16 -1.43
3 O 0.00 0.69 -1.31
4 H 0.79 2.26 -0.37
5 C -0.68 -1.11 0.00
6 C 0.26 0.66 1.01
7 C 0.41 1.28 -0.12
8 Br 0.65 0.95 2.78
9 N -0.17 -0.72 -1.20
10 H -0.30 -2.02 0.43

<B>
Molecular formula: C3H4BrNO
Method: DFT, ωB97M-V/def2-TZVPD

Results
gap between HOMO and LUMO (alpha / beta) = 8.3 / 8.3 eV
2S+1 = 1

CARTESIAN COORDINATES (ANGSTROEM)
1 C 0.55 -0.23 -1.06
2 H 1.06 0.48 -1.72
3 H -0.67 2.10 0.06
4 N 0.89 -0.74 0.02
5 O -1.17 0.48 1.19
6 C 0.90 -0.97 1.22
7 H -1.89 0.68 -0.55
8 Br 1.84 -2.17 2.24
9 H -0.38 -0.69 -1.55
10 C -1.13 1.07 0.14

Stability check: which of them is least stable? <A>.